Record 1
35
Properties=species:S:1:pos:R:3 method="wB97M-V/def2-TZVPD" homo_energy_ev="-18.6 / -18.6" gap_ev="5.753 / 5.762" charge=+3 spin_multiplicity=1
Os -0.479 -0.196 -0.435
F 5.623 -1.558 2.154
C 4.344 -1.341 2.055
C 3.808 -1.072 0.786
F 4.596 -1.040 -0.270
C 2.460 -0.857 0.713
F 1.859 -0.604 -0.503
C 1.618 -0.884 1.813
S -0.067 -0.577 1.655
C 2.178 -1.142 3.067
F 1.389 -1.167 4.124
C 3.540 -1.378 3.193
F 4.074 -1.634 4.358
Se -1.973 1.911 0.370
Se -3.174 1.307 -1.595
C -3.414 -0.496 -0.980
C -4.643 -1.103 -1.102
C -4.779 -2.437 -0.722
C -3.684 -3.106 -0.203
C -2.482 -2.436 -0.082
N -2.341 -1.145 -0.473
C -0.455 2.605 -0.598
C -0.116 3.917 -0.784
C 0.961 4.185 -1.639
C 1.613 3.136 -2.276
C 1.221 1.835 -2.015
N 0.211 1.595 -1.151
H -5.485 -0.541 -1.484
H -5.737 -2.934 -0.819
H -3.749 -4.137 0.118
H -1.612 -2.926 0.320
H -0.680 4.711 -0.311
H 1.264 5.209 -1.821
H 2.419 3.317 -2.975
H 1.691 0.983 -2.487



Record 2
38
Properties=species:S:1:pos:R:3 method="wB97M-V/def2-TZVPD" homo_energy_ev=-5.2 gap_ev=7.441 charge=-1 de_lowest_kj_mol=0.00 spin_multiplicity=1
Cs -1.097 2.157 -0.856
N -0.524 -5.291 1.331
C -0.644 -4.225 0.427
C -0.991 -4.458 -0.902
C -1.056 -3.410 -1.806
C -0.786 -2.120 -1.404
C -0.433 -1.880 -0.083
C -0.359 -2.916 0.828
S -0.888 -0.750 -2.562
O -2.064 0.008 -2.153
O -0.948 -1.347 -3.873
N 0.343 0.196 -2.236
C 1.605 -0.259 -2.340
N 2.553 0.666 -2.034
C 3.804 0.251 -2.050
C 4.184 -1.047 -2.371
C 3.145 -1.903 -2.695
N 1.877 -1.532 -2.682
H -1.116 -6.074 1.099
H -0.667 -5.010 2.290
H -1.202 -5.466 -1.239
H -1.305 -3.597 -2.842
H -0.199 -0.875 0.246
H -0.076 -2.711 1.853
H 4.555 0.994 -1.793
H 5.218 -1.358 -2.370
H 3.333 -2.939 -2.963
Cl -0.661 1.838 3.605
C -1.096 3.525 3.142
C -1.199 3.841 1.824
C -1.539 5.113 1.519
Cl -1.714 5.618 -0.254
C -1.777 6.109 2.458
Cl -2.207 7.724 2.042
C -1.654 5.744 3.804
Cl -1.934 6.928 5.035
C -1.309 4.436 4.169
Cl -1.170 4.020 5.835



Record 3
42
Properties=species:S:1:pos:R:3 method="wB97M-V/def2-TZVPD" homo_energy_ev=-4.9 gap_ev=5.667 charge=-1 spin_multiplicity=1
C -0.815 -1.155 -1.648
C -0.149 0.184 -1.476
C -0.919 1.301 -1.952
N -1.527 2.219 -2.366
C 1.296 0.319 -1.705
C 2.158 -0.812 -1.818
C 3.518 -0.651 -2.061
C 4.073 0.628 -2.202
N 5.468 0.770 -2.414
O 5.953 1.919 -2.511
O 6.156 -0.276 -2.456
C 3.241 1.761 -2.095
C 1.891 1.612 -1.846
H -0.127 -1.954 -1.386
H -1.675 -1.190 -0.979
H -1.204 -1.327 -2.660
H 1.788 -1.819 -1.641
H 4.179 -1.513 -2.137
H 3.684 2.741 -2.213
H 1.277 2.516 -1.696
O -4.200 1.105 -0.116
S -3.158 1.599 0.745
O -2.405 2.800 0.483
C -3.992 1.952 2.415
F -4.853 2.969 2.247
F -4.666 0.880 2.882
F -3.052 2.310 3.315
C -2.015 0.227 1.012
C -0.629 0.344 0.709
C 0.176 -0.566 1.432
N 1.518 -0.423 1.806
O 2.375 0.392 1.502
O 1.739 -1.423 2.786
N 0.626 -2.227 2.956
C -0.298 -1.692 2.114
C -1.705 -1.989 2.020
N -2.291 -3.248 2.394
O -1.570 -4.228 2.672
O -3.543 -3.292 2.405
C -2.533 -0.961 1.519
H -0.187 1.320 0.435
H -3.605 -1.123 1.529



Record 4
37
Properties=species:S:1:pos:R:3 method="wB97M-V/def2-TZVPD" homo_energy_ev=-0.5 gap_ev=4.274 charge=-2 spin_multiplicity=1
Cs 0.577 0.656 0.129
O 3.799 2.752 -3.354
C 3.544 2.205 -4.573
C 4.293 2.626 -5.674
C 4.074 2.099 -6.933
C 3.092 1.136 -7.106
C 2.350 0.719 -6.012
C 2.545 1.230 -4.729
C 1.693 0.730 -3.570
O 1.849 1.197 -2.435
N 0.821 -0.224 -3.963
N 0.080 -0.657 -2.927
C -0.787 -1.563 -3.175
C -1.641 -2.101 -2.113
C -2.581 -3.092 -2.404
C -3.378 -3.589 -1.389
C -3.225 -3.090 -0.106
C -2.265 -2.103 0.100
N -1.495 -1.620 -0.870
H 4.513 3.391 -3.459
H 5.060 3.381 -5.524
H 4.669 2.442 -7.772
H 2.907 0.712 -8.086
H 1.578 -0.030 -6.112
H -0.910 -1.958 -4.188
H -2.673 -3.458 -3.420
H -4.113 -4.358 -1.598
H -3.824 -3.447 0.721
H -2.115 -1.688 1.092
S -1.242 -0.342 3.073
C -0.741 0.522 4.500
C -1.439 0.160 5.708
N -2.018 -0.156 6.656
C 0.228 1.488 4.586
S 1.224 2.122 3.308
C 0.478 2.072 5.883
N 0.704 2.562 6.904



Record 5
47
Properties=species:S:1:pos:R:3 method="wB97M-V/def2-TZVPD" homo_energy_ev=-4.8 gap_ev=7.373 charge=-1 de_lowest_kj_mol=69.61 spin_multiplicity=1
Ir -0.760 0.695 0.426
O -0.588 -3.729 -1.094
C 0.769 -3.758 -1.083
C 1.439 -4.814 -1.702
C 2.816 -4.910 -1.654
C 3.552 -3.948 -0.977
C 2.890 -2.889 -0.384
C 1.500 -2.759 -0.428
C 0.878 -1.531 0.143
O -0.362 -1.308 -0.098
N 1.671 -0.745 0.842
N 0.935 0.319 1.337
C 1.362 0.960 2.361
C 0.447 1.654 3.246
C 0.968 2.389 4.315
C 0.156 2.916 5.295
C -1.218 2.682 5.219
C -1.760 1.946 4.189
C -0.954 1.420 3.166
O -1.562 0.701 2.236
H -0.902 -4.296 -1.806
H 0.855 -5.561 -2.229
H 3.312 -5.741 -2.141
H 4.631 -4.013 -0.925
H 3.444 -2.111 0.121
H 2.405 0.832 2.634
H 2.042 2.533 4.362
H 0.574 3.488 6.113
H -1.873 3.088 5.980
H -2.824 1.764 4.123
F -1.870 3.091 -2.192
C -3.027 2.495 -2.417
F -3.961 3.049 -1.651
F -3.370 2.663 -3.698
S -2.956 0.688 -2.027
O -2.670 0.676 -0.598
O -4.236 0.199 -2.414
N -1.839 0.025 -2.890
S -0.285 0.134 -2.722
O 0.131 0.936 -1.572
O 0.359 -1.109 -2.979
C 0.230 1.172 -4.162
F 1.538 1.406 -4.074
F -0.411 2.332 -4.213
F -0.012 0.505 -5.289
N -0.699 3.808 0.709
C -0.765 2.658 0.603



Record 6
34
Properties=species:S:1:pos:R:3 method="wB97M-V/def2-TZVPD" homo_energy_ev=-15.3 gap_ev=7.319 charge=+2 de_lowest_kj_mol=0.00 spin_multiplicity=1
Au 0.551 -0.001 -0.035
Cl -3.752 -2.839 5.358
C -2.684 -2.763 4.025
C -1.845 -3.821 3.728
C -1.010 -3.731 2.621
C -0.990 -2.597 1.851
O -0.182 -2.788 0.677
C -1.809 -1.479 2.122
C -1.924 -0.116 1.586
N -1.110 0.647 0.937
C -1.334 2.057 0.775
C -2.280 2.784 1.450
C -2.423 4.164 1.214
C -1.605 4.809 0.328
C -0.581 4.097 -0.338
C 0.332 4.708 -1.230
C 1.324 3.966 -1.810
C 1.425 2.608 -1.492
N 0.581 2.007 -0.669
C -0.438 2.721 -0.097
C -2.666 -1.628 3.226
H -1.853 -4.716 4.335
H -0.382 -4.564 2.338
H -2.839 0.363 1.920
H -2.929 2.328 2.185
H -3.186 4.710 1.751
H -1.717 5.868 0.141
H 0.236 5.766 -1.440
H 2.036 4.404 -2.494
H 2.213 1.999 -1.915
H -3.334 -0.818 3.490
N 1.712 -1.753 -0.319
C 0.670 -1.907 0.322
H 2.393 -2.284 -0.853



no.,E_tot (eV),F_max (Eh/bohr)
1,-177252.238,0.073
2,-100790.995,0.026
3,-59546.384,0.059
4,-51556.466,0.007
5,-78900.129,0.021
6,-40522.401,0.013